Entry from the OMol25 dataset: one molecule with the formula C2H4N2O3 at a distorted geometry (ωB97M-V/def2-TZVPD).

Atoms and positions in Å:
N  2.015  -0.777  0.187
N  1.413  0.451  -0.682
C  0.024  0.802  0.043
O  -0.244  2.022  0.405
C  -1.125  -0.357  -0.119
O  -2.280  -0.158  -0.230
O  -0.613  -1.626  0.208
H  2.755  -1.314  -0.474
H  2.366  -0.574  1.288
H  2.228  1.163  -0.456
H  0.356  -1.568  0.504

Calculated values
SMILES = NNC(=O)C(=O)O
2S+1 = 1
Relative energy (zero: lowest compared OMol25 entry of this formula, charge and spin) = 106.84 kcal/mol
HOMO = -10.53 eV
LUMO = -0.027 hartree

natural (NBO) population analysis, charges in e, atoms 1 to 5:
1. N -0.8101
2. N -0.4781
3. C 0.5467
4. O -0.4879
5. C 0.7215

---

Entry from the OMol25 dataset: C8H8O as an isolated structure at a distorted geometry (ωB97M-V/def2-TZVPD).

Atoms and positions in Å:
C  -1.700  -0.248  -0.278
C  -0.477  -1.029  -0.215
C  0.366  -0.472  0.934
C  1.667  -0.691  0.095
C  0.655  -0.402  -0.950
C  0.179  1.133  -0.609
C  -0.163  1.040  0.757
C  -1.326  1.074  -0.224
H  -0.707  -2.024  -0.195
H  0.170  -0.820  1.948
H  2.571  -0.079  0.316
H  1.804  -1.878  -0.002
H  1.054  -0.443  -2.096
H  0.762  2.086  -0.944
H  -0.052  1.760  1.546
H  -2.007  1.829  -0.118
O  -2.795  -0.839  0.036

Calculated values
2S+1 = 1
Relative energy (zero: lowest compared OMol25 entry of this formula, charge and spin) = 74.49 kcal/mol
HOMO = -9.47 eV
LUMO = 0.032 hartree

natural (NBO) population analysis, charges in e, atoms 1 to 5:
1. C 0.5651
2. C -0.3623
3. C -0.1600
4. C -0.4154
5. C -0.1707

---

Entry from the OMol25 dataset: C40H42AsCl5MnN4PS2 as an isolated structure at a distorted geometry (ωB97M-V/def2-TZVPD).

Atoms and positions in Å:
Mn  0.829  2.888  0.538
Cl  4.586  1.507  1.065
C  4.215  3.094  0.533
C  2.895  3.424  0.241
C  2.720  4.708  -0.272
Cl  1.067  5.099  -0.645
C  3.730  5.621  -0.510
Cl  3.402  7.136  -1.244
C  5.029  5.262  -0.142
Cl  6.327  6.367  -0.365
C  5.267  3.998  0.396
Cl  6.857  3.574  0.882
S  0.889  3.124  2.921
C  -0.675  3.002  3.526
N  -1.700  3.805  3.239
C  -2.904  3.432  3.958
C  -2.416  2.286  4.873
N  -1.039  2.114  4.455
H  -1.703  4.469  2.481
H  -3.680  3.104  3.257
H  -3.287  4.283  4.528
H  -2.981  1.362  4.717
H  -2.471  2.553  5.933
H  -0.394  1.468  4.878
C  -5.475  0.321  -1.125
C  -3.976  0.133  -1.314
N  -3.240  1.171  -0.621
C  -2.458  2.151  -1.097
S  -1.837  3.227  0.056
N  -2.205  2.255  -2.401
C  -1.524  3.349  -3.065
C  -2.497  4.205  -3.866
H  -6.022  -0.488  -1.598
H  -5.802  1.262  -1.558
H  -5.717  0.321  -0.066
H  -3.727  0.129  -2.375
H  -3.674  -0.835  -0.900
H  -3.430  1.239  0.370
H  -2.699  1.632  -3.025
H  -0.768  2.926  -3.735
H  -1.022  3.952  -2.306
H  -3.000  3.606  -4.623
H  -1.950  5.002  -4.360
H  -3.249  4.650  -3.219
C  -0.324  -0.555  -0.908
C  0.120  -1.984  -1.198
As  0.359  -3.155  0.408
C  1.314  -4.625  -0.472
C  1.117  -5.046  -1.782
C  1.843  -6.105  -2.298
C  2.785  -6.751  -1.514
C  3.003  -6.333  -0.213
C  2.272  -5.278  0.300
C  -1.483  -3.849  0.371
C  -2.480  -3.017  0.874
C  -3.803  -3.417  0.891
C  -4.148  -4.670  0.413
C  -3.166  -5.514  -0.075
C  -1.842  -5.106  -0.095
P  0.887  0.578  -0.053
C  1.148  -0.286  1.532
C  2.327  -0.809  2.049
C  2.314  -1.407  3.301
C  1.146  -1.473  4.045
C  -0.021  -0.905  3.556
C  -0.010  -0.304  2.315
C  2.267  0.417  -1.220
C  2.302  1.473  -2.133
C  3.227  1.495  -3.156
C  4.130  0.449  -3.271
C  4.092  -0.607  -2.377
C  3.161  -0.635  -1.351
H  -1.241  -0.562  -0.311
H  -0.546  -0.039  -1.854
H  1.057  -1.979  -1.759
H  -0.644  -2.439  -1.837
H  0.385  -4.549  -2.407
H  1.673  -6.430  -3.315
H  3.349  -7.577  -1.918
H  3.744  -6.827  0.398
H  2.437  -4.941  1.319
H  -2.202  -2.049  1.283
H  -4.569  -2.764  1.288
H  -5.176  -4.995  0.432
H  -3.427  -6.497  -0.437
H  -1.078  -5.776  -0.468
H  3.253  -0.731  1.501
H  3.228  -1.819  3.703
H  1.147  -1.942  5.017
H  -0.926  -0.929  4.145
H  -0.899  0.191  1.936
H  1.579  2.289  -2.017
H  3.244  2.315  -3.858
H  4.865  0.461  -4.059
H  4.792  -1.421  -2.478
H  3.134  -1.466  -0.659

Calculated values
Net charge = +1
⟨S²⟩ = 8.7599
2S+1 = 6
Relative energy (zero: lowest compared OMol25 entry of this formula, charge and spin) = 22.95 kcal/mol
HOMO (alpha / beta) = -10.04 / -10.46 eV
LUMO (alpha / beta) = -0.079 / -0.079 hartree

Mulliken population analysis, charges in e, atoms 1 to 5:
1. Mn -0.5481
2. Cl -0.2419
3. C 1.1932
4. C -1.5122
5. C 1.8165

---

Question: Which value of 2S+1 does entry 2 give?
Answer: 1

---

Question: relative energy (zero: lowest compared OMol25 entry of this formula, charge and spin) of number 3 (C40H42AsCl5MnN4PS2)?
Answer: 22.95 kcal/mol

---

Question: Among the records above, which one has the highest relative energy (zero: lowest compared OMol25 entry of this formula, charge and spin)?
Answer: C2H4N2O3